Entry 1:
{"formula": "C39H53Cl4FeN2O8P2SeTe", "method": "ωB97M-V/def2-TZVPD", "species": ["Fe", "Cl", "C", "C", "Cl", "C", "Cl", "C", "O", "C", "O", "C", "Cl", "C", "C", "C", "O", "P", "O", "C", "P", "O", "O", "C", "C", "C", "O", "C", "C", "C", "O", "C", "C", "C", "H", "H", "H", "H", "H", "H", "H", "H", "H", "H", "H", "H", "H", "H", "H", "H", "H", "H", "H", "H", "H", "H", "H", "H", "H", "H", "H", "H", "H", "H", "N", "C", "C", "C", "N", "H", "H", "H", "H", "C", "Te", "C", "C", "C", "C", "C", "C", "C", "H", "H", "H", "H", "H", "H", "H", "H", "C", "C", "C", "C", "C", "C", "Se", "C", "C", "C", "H", "H", "H", "H", "H", "H", "H", "H", "H", "H", "H"], "positions_angstrom": [[1.311, 0.362, -1.064], [-3.438, 4.294, -4.086], [-2.756, 3.084, -3.147], [-3.238, 1.776, -3.334], [-4.645, 1.520, -4.300], [-2.497, 0.682, -2.779], [-3.129, -0.944, -2.900], [-1.283, 0.839, -2.120], [-0.505, -0.158, -1.667], [-0.816, 2.189, -1.922], [0.229, 2.352, -1.195], [-1.543, 3.297, -2.454], [-0.887, 4.892, -2.137], [3.638, -2.484, 1.540], [2.875, -3.824, 1.331], [3.402, -4.635, 0.144], [1.393, -3.717, 1.138], [0.738, -2.955, -0.080], [1.394, -1.660, -0.229], [-1.002, -2.798, 0.345], [-1.474, -2.580, 2.097], [-2.954, -2.387, 2.185], [-0.559, -1.594, 2.926], [-1.078, -0.378, 3.536], [-1.028, 0.769, 2.619], [-0.164, -0.229, 4.760], [-1.048, -3.972, 2.642], [-0.270, -4.250, 3.802], [-1.039, -3.733, 5.027], [0.068, -5.705, 3.684], [0.782, -3.967, -1.247], [0.495, -3.494, -2.654], [-0.821, -4.114, -3.171], [1.738, -3.818, -3.445], [4.560, -2.642, 2.053], [3.018, -1.866, 2.198], [3.708, -1.856, 0.681], [2.956, -4.396, 2.264], [3.366, -4.001, -0.702], [2.711, -5.449, 0.055], [4.377, -4.993, 0.225], [-1.564, -3.675, 0.007], [-1.495, -1.962, -0.223], [-2.042, -0.608, 3.886], [-0.100, 0.904, 2.062], [-1.344, 1.642, 3.128], [-1.810, 0.473, 1.868], [0.871, -0.006, 4.470], [-0.180, -1.157, 5.440], [-0.516, 0.625, 5.362], [0.702, -3.697, 3.803], [-1.935, -4.340, 5.212], [-1.428, -2.726, 4.936], [-0.286, -3.653, 5.816], [-0.853, -6.288, 3.631], [0.619, -6.014, 4.640], [0.645, -5.822, 2.762], [0.411, -2.448, -2.558], [-0.565, -5.171, -3.128], [-0.984, -3.845, -4.245], [-1.719, -4.071, -2.602], [2.272, -4.696, -3.097], [2.462, -3.051, -3.335], [1.536, -3.801, -4.522], [1.770, 2.760, 0.645], [2.224, 3.310, 1.805], [3.017, 2.369, 2.450], [3.005, 1.260, 1.587], [2.260, 1.512, 0.523], [0.939, 2.853, 0.036], [1.885, 4.258, 2.045], [3.425, 2.363, 3.434], [3.442, 0.228, 1.674], [-2.414, 4.935, 2.295], [-3.760, 5.416, 0.613], [-4.225, 3.311, 0.819], [-3.850, 2.910, 2.180], [-4.515, 1.849, 2.868], [-4.231, 1.580, 4.197], [-3.376, 2.437, 4.889], [-2.839, 3.543, 4.301], [-3.114, 3.823, 2.977], [-2.491, 5.848, 2.835], [-1.413, 4.762, 1.930], [-3.648, 2.743, 0.021], [-5.314, 3.367, 0.600], [-5.018, 1.117, 2.188], [-4.704, 0.841, 4.918], [-3.286, 2.293, 5.954], [-2.278, 4.252, 4.889], [0.801, 4.348, -6.462], [1.260, 3.288, -5.494], [0.757, 2.039, -5.438], [1.367, 1.119, -4.558], [0.918, -0.377, -4.737], [2.417, 1.467, -3.704], [3.201, 0.152, -2.614], [2.881, 2.769, -3.760], [3.865, 3.300, -2.756], [2.321, 3.608, -4.644], [-0.215, 4.693, -6.195], [0.892, 3.958, -7.481], [1.430, 5.258, -6.486], [-0.125, 1.735, -6.033], [0.277, -0.630, -5.636], [0.374, -0.665, -3.843], [1.811, -0.952, -4.672], [4.128, 4.360, -2.929], [4.774, 2.658, -2.788], [3.471, 3.181, -1.720], [2.623, 4.680, -4.655]], "forces_ev_per_a": [[-0.13, 0.29, 0.00], [-0.64, 1.59, -0.50], [1.06, -1.72, 0.08], [1.21, 0.00, 0.96], [-0.03, -0.30, 0.07], [-0.54, 0.23, -0.27], [0.08, 0.14, -0.08], [0.59, -0.08, -0.09], [-1.28, 0.88, -0.25], [-1.35, 0.87, -0.30], [0.90, -0.65, -0.04], [0.08, -1.18, 0.52], [-0.30, -0.52, -0.32], [-2.43, -0.24, 0.72], [0.43, 0.23, -0.34], [-1.67, 0.64, 1.16], [1.09, -0.30, 0.57], [-0.98, 0.41, 1.53], [0.71, 1.24, -0.63], [-0.73, 1.02, 0.05], [-2.37, -0.05, -1.00], [1.52, 0.45, 0.11], [0.04, 0.10, -1.06], [2.86, -0.89, 1.71], [-1.30, -1.13, -2.24], [-0.18, -0.41, 1.12], [0.66, -1.12, 0.15], [0.18, 1.53, 0.26], [0.26, -0.70, -0.03], [0.25, -0.44, 1.78], [-0.16, -0.66, -1.76], [-0.51, -0.44, 0.85], [2.03, -1.10, -0.96], [-0.21, -0.06, -0.64], [0.81, -0.30, 0.08], [0.02, -0.16, 0.28], [0.43, -0.05, -0.99], [-0.19, 0.09, -0.24], [-0.15, 0.49, -1.15], [-0.18, -0.62, -0.51], [1.72, -0.52, 0.57], [0.19, -0.11, 0.36], [0.90, -0.36, 0.26], [-1.55, -0.03, 0.18], [0.19, -0.07, 0.39], [-0.25, 1.01, 0.34], [0.56, 0.89, 0.19], [-0.22, -0.19, -0.07], [0.06, 1.41, -1.12], [0.07, -0.22, -0.11], [-0.70, -0.07, -0.48], [0.49, -0.21, 0.44], [0.14, 0.11, -0.57], [-0.52, -0.52, 0.53], [0.07, -0.10, -0.07], [-0.44, 0.20, -1.52], [0.06, -0.26, 0.37], [-0.23, 1.41, -0.08], [-0.21, -0.49, -0.47], [0.07, -0.03, 1.03], [-0.53, 0.96, 0.64], [-0.49, -0.59, -0.23], [0.59, 1.13, 0.40], [-0.08, -0.51, 0.18], [1.56, -0.88, 1.78], [-0.19, -1.92, -0.96], [-0.46, -0.15, -0.63], [0.22, -1.14, -0.17], [-0.48, -0.22, 0.10], [-0.24, 1.04, -0.54], [-0.36, 1.61, 0.69], [0.36, 0.42, 0.30], [-0.35, 1.51, 0.04], [-1.29, 1.04, -1.36], [0.75, -0.58, 0.46], [0.04, 0.20, -2.47], [-1.32, 0.45, 3.01], [1.00, -0.96, -1.97], [-0.37, -0.17, 1.63], [-0.87, -0.38, 0.55], [-0.02, 0.52, -0.02], [0.78, -1.37, -1.20], [0.45, 0.64, 0.83], [0.21, -0.27, 0.01], [-0.89, 0.60, 0.79], [0.75, -0.90, 0.28], [-0.08, 0.71, 1.02], [0.33, 0.45, -1.84], [0.31, -0.10, 0.18], [0.27, 0.08, 0.05], [-0.21, 0.43, -0.10], [1.04, 1.88, -0.20], [-0.54, -1.48, 0.45], [-1.08, -1.74, -1.48], [-0.69, 1.42, 0.35], [-0.89, -0.71, -1.06], [0.68, -0.67, 0.51], [0.59, 0.18, 1.72], [0.70, -0.54, 0.46], [-0.69, 2.62, -1.20], [0.24, -0.29, -0.54], [-0.62, 0.02, 0.03], [-0.07, -0.50, 0.45], [0.70, 0.11, 0.27], [0.91, 0.68, 0.87], [-0.38, -0.08, 0.13], [0.72, -0.75, -0.45], [-0.16, -0.54, -0.01], [-0.34, 0.57, 0.10], [0.14, 0.13, -0.66], [0.02, -0.86, 0.03]], "mulliken_spin": [3.762, 0.001, 0.003, 0.002, 0.000, 0.006, 0.001, 0.015, 0.005, 0.006, 0.000, 0.016, 0.000, -0.003, 0.001, 0.000, -0.004, 0.027, -0.035, -0.003, 0.000, 0.000, -0.002, 0.005, -0.018, 0.000, 0.000, 0.000, 0.000, 0.000, 0.001, -0.002, 0.000, -0.006, 0.000, 0.001, 0.000, 0.000, 0.000, 0.000, 0.000, 0.000, 0.001, 0.000, 0.018, 0.002, -0.001, 0.000, 0.000, 0.000, 0.000, 0.000, 0.000, 0.000, 0.000, 0.000, 0.000, 0.013, 0.000, 0.000, 0.000, 0.000, 0.004, 0.000, 0.015, 0.005, -0.001, 0.006, 0.006, 0.009, 0.000, 0.000, 0.007, 0.000, 0.000, 0.000, 0.000, 0.000, 0.000, 0.000, 0.000, 0.000, 0.000, 0.000, 0.000, 0.000, 0.000, 0.000, 0.000, 0.000, 0.000, 0.005, -0.001, 0.019, -0.008, 0.013, 0.080, 0.017, -0.002, -0.003, 0.000, 0.000, 0.000, 0.000, 0.000, 0.008, 0.001, 0.000, 0.000, 0.004, 0.000], "lumo_ev": [2.03, 2.03], "spin_multiplicity": 5, "total_energy_ev": -236364.818, "e_above_lowest_ev": 2.141, "orbital_gap_ev": [6.210, 6.415], "total_charge": -1}

---

Entry 2:
{"formula": "C39H54BeN5O5", "method": "ωB97M-V/def2-TZVPD", "species": ["Be", "C", "C", "O", "H", "H", "H", "H", "H", "N", "C", "C", "C", "C", "C", "H", "H", "H", "H", "H", "N", "C", "C", "C", "C", "C", "H", "H", "H", "H", "H", "N", "C", "C", "C", "C", "C", "H", "H", "H", "H", "H", "N", "C", "C", "C", "C", "C", "H", "H", "H", "H", "H", "N", "C", "C", "C", "C", "C", "H", "H", "H", "H", "H", "C", "C", "O", "C", "H", "H", "H", "H", "H", "H", "C", "C", "O", "C", "H", "H", "H", "H", "H", "H", "C", "C", "O", "C", "H", "H", "H", "H", "H", "H", "C", "C", "O", "C", "H", "H", "H", "H", "H", "H"], "positions_angstrom": [[3.009, 2.961, 0.914], [0.402, -1.042, 0.545], [0.761, 0.209, -0.266], [1.823, 0.976, 0.240], [-0.577, -1.421, 0.238], [0.295, -0.873, 1.618], [1.128, -1.833, 0.349], [-0.156, 0.825, -0.246], [0.926, -0.119, -1.301], [-3.122, -0.550, -3.925], [-2.490, -0.905, -2.810], [-3.188, -1.183, -1.645], [-4.572, -1.036, -1.650], [-5.210, -0.607, -2.794], [-4.427, -0.336, -3.914], [-1.407, -0.902, -2.821], [-2.685, -1.367, -0.706], [-5.074, -1.303, -0.727], [-6.282, -0.463, -2.843], [-4.880, 0.088, -4.802], [-2.255, 2.083, 1.778], [-2.785, 3.070, 2.498], [-4.029, 3.636, 2.328], [-4.831, 3.082, 1.339], [-4.349, 2.007, 0.602], [-3.056, 1.552, 0.855], [-2.180, 3.402, 3.338], [-4.386, 4.457, 2.933], [-5.864, 3.350, 1.156], [-4.937, 1.505, -0.153], [-2.536, 0.871, 0.189], [1.870, 3.108, 3.039], [0.785, 2.347, 3.147], [0.099, 2.261, 4.340], [0.557, 2.893, 5.476], [1.740, 3.615, 5.380], [2.359, 3.692, 4.139], [0.338, 1.932, 2.250], [-0.860, 1.761, 4.326], [-0.004, 2.897, 6.401], [2.110, 4.245, 6.176], [3.248, 4.302, 4.049], [-2.383, -3.726, 0.222], [-3.077, -4.584, -0.543], [-2.942, -5.954, -0.518], [-1.953, -6.441, 0.325], [-1.196, -5.595, 1.115], [-1.434, -4.230, 1.013], [-3.796, -4.008, -1.117], [-3.525, -6.672, -1.074], [-1.683, -7.491, 0.333], [-0.399, -5.992, 1.729], [-0.886, -3.515, 1.613], [4.627, -2.313, -2.239], [5.761, -2.884, -1.805], [6.101, -3.035, -0.473], [5.222, -2.526, 0.478], [4.091, -1.853, 0.064], [3.866, -1.754, -1.308], [6.344, -3.319, -2.608], [7.017, -3.527, -0.180], [5.504, -2.635, 1.519], [3.331, -1.561, 0.776], [2.948, -1.281, -1.641], [1.448, -1.208, -4.241], [0.899, -2.307, -5.119], [1.297, -2.499, -6.239], [-0.080, -3.291, -4.486], [0.671, -0.745, -3.634], [1.968, -0.466, -4.843], [2.208, -1.613, -3.567], [-1.055, -3.100, -4.939], [-0.131, -3.181, -3.404], [0.245, -4.284, -4.786], [0.286, -0.974, 4.769], [1.056, -2.258, 4.941], [1.868, -2.396, 5.821], [0.755, -3.342, 3.924], [-0.783, -1.179, 4.879], [0.379, -0.614, 3.742], [0.639, -0.235, 5.482], [0.747, -4.276, 4.487], [1.570, -3.381, 3.200], [-0.213, -3.198, 3.455], [-0.945, 5.608, 0.830], [-0.170, 4.470, 0.196], [0.970, 4.213, 0.535], [-0.805, 3.720, -0.948], [-1.625, 5.220, 1.583], [-1.434, 6.136, 0.012], [-0.226, 6.308, 1.254], [-1.346, 4.350, -1.648], [-1.470, 2.992, -0.479], [-0.015, 3.147, -1.434], [2.851, 4.259, -3.733], [2.791, 3.069, -2.820], [3.156, 3.199, -1.665], [2.387, 1.737, -3.345], [3.455, 5.082, -3.368], [1.836, 4.664, -3.833], [3.134, 3.941, -4.736], [2.579, 1.679, -4.419], [1.316, 1.561, -3.227], [2.935, 0.902, -2.915]], "forces_ev_per_a": [[-4.95, -1.99, -0.73], [0.19, -0.16, -0.06], [-0.67, 1.43, 0.48], [1.90, 0.44, 1.31], [0.05, 0.03, -0.29], [0.34, 0.22, -0.01], [0.01, -0.07, 0.27], [-0.09, 0.00, -0.36], [0.11, 0.15, -0.12], [0.73, 0.69, -0.67], [-0.73, 0.03, 0.34], [0.07, 0.76, 0.09], [0.38, -0.53, 0.38], [-0.13, 0.15, -0.23], [-0.17, -0.37, 0.60], [0.04, -0.26, -0.16], [0.09, -0.44, -0.13], [-0.37, 0.20, -0.13], [0.00, 0.00, 0.09], [0.08, -0.20, -0.17], [-0.52, 0.09, 0.20], [0.51, 0.14, 1.05], [-0.53, -0.23, -0.60], [-0.39, -0.79, -0.21], [0.50, -0.21, 0.21], [0.53, 0.57, -0.70], [0.13, 0.23, -0.15], [0.13, -0.03, 0.12], [0.10, 0.50, 0.15], [-0.07, 0.12, -0.04], [-0.46, -0.46, 0.09], [2.04, -0.51, -1.21], [-0.58, 0.48, -0.47], [-0.66, -0.19, 0.10], [0.38, 0.41, 0.08], [-0.20, 0.28, -0.63], [0.07, 0.29, 0.40], [0.39, -0.15, -0.11], [0.12, -0.22, 0.07], [-0.03, -0.17, -0.02], [0.12, -0.28, 0.17], [0.03, -0.07, -0.21], [0.67, -0.50, 0.06], [-0.64, 1.38, 0.28], [0.59, -0.24, 0.48], [0.50, -0.43, 0.03], [0.10, 0.33, -0.38], [-0.49, -0.18, 0.12], [-0.24, -0.71, -0.43], [-0.17, 0.36, -0.31], [-0.36, -0.09, 0.04], [-0.02, 0.08, 0.11], [0.07, -0.01, -0.10], [0.44, 0.58, 0.44], [-0.37, -0.54, -0.67], [-0.24, 0.41, -0.07], [0.80, -0.03, 0.07], [-0.09, -0.48, -0.10], [-0.64, -0.33, 0.35], [0.28, 0.00, 0.18], [0.01, -0.05, -0.06], [-0.35, -0.02, 0.09], [0.12, 0.47, -0.07], [0.04, 0.10, -0.04], [0.13, 0.24, -0.21], [0.27, -0.77, 0.49], [-0.03, 0.37, -0.18], [0.23, 0.51, -0.39], [-0.03, 0.00, -0.02], [-0.19, 0.00, -0.15], [-0.13, -0.30, 0.00], [-0.10, -0.06, 0.17], [-0.09, -0.11, 0.01], [-0.10, -0.08, 0.15], [-0.10, -0.12, -0.13], [-0.12, 0.27, -0.35], [0.03, -0.11, -0.02], [0.13, -0.20, 0.86], [0.01, 0.05, 0.25], [0.21, 0.04, 0.05], [-0.12, 0.04, 0.01], [0.04, -0.13, -0.23], [-0.12, 0.01, -0.14], [0.10, 0.07, -0.13], [0.99, -0.08, -0.61], [-0.17, 0.35, -0.80], [1.05, -0.08, 0.60], [0.52, -0.40, 0.57], [-0.23, 0.16, -0.10], [-0.53, -0.08, 0.26], [-0.07, -0.14, 0.34], [-0.09, 0.05, 0.11], [-0.26, 0.09, -0.22], [-0.07, 0.03, -0.14], [-0.80, -0.08, -0.49], [0.88, 0.20, 0.46], [0.17, 0.31, 1.34], [-0.08, -0.32, -0.99], [0.25, -0.26, 0.18], [-0.06, -0.13, -0.04], [0.15, 0.16, 0.01], [-0.11, 0.18, -0.02], [-0.01, 0.09, 0.20], [-0.04, 0.23, 0.51]], "mulliken_charge": [0.975, 0.906, 1.786, -0.455, -0.333, -0.942, 0.388, -0.521, -0.932, -0.481, -0.163, -0.316, -0.568, -0.539, -0.444, 0.403, 0.583, 0.577, 0.428, 0.383, 0.391, -0.296, -0.861, -0.474, -0.760, -0.223, 0.407, 0.467, 0.422, 0.449, 0.411, 0.160, -0.038, -1.075, -0.522, -0.663, -0.335, 0.600, 0.968, 0.462, 0.406, 0.372, -0.179, -0.041, -0.825, -0.152, -0.581, 0.041, 0.358, 0.405, 0.376, 0.368, 0.179, -0.379, -0.423, -0.312, -0.635, -0.242, 0.559, 0.385, 0.404, 0.413, 0.365, -0.165, 0.001, 0.530, -0.573, -0.948, -0.037, 0.235, 0.074, 0.242, 0.176, 0.398, -0.430, 0.463, -0.583, -0.699, 0.386, -0.335, 0.357, 0.429, 0.219, 0.145, -1.144, 0.654, -0.349, 0.383, 0.097, 0.405, 0.372, 0.558, -0.467, -0.518, -1.245, 0.274, -0.403, -0.413, 0.358, 0.282, 0.378, 0.520, 0.182, 0.104], "lumo_ev": -6.06, "total_energy_ev": -59396.847, "e_above_lowest_ev": 1.988, "orbital_gap_ev": 4.694, "total_charge": 1}